Here is a cluster of 5 separate species, C13H36F3N3O5 in total from the OMol25 dataset. Energies are from ωB97M-V with the def2-TZVPD basis set.

Properties
Charge = 0
LUMO energy = -0.0502 Ha
ΔE to the lowest compared entry with this formula, charge and spin = 289.0 kJ/mol
E_tot = -1356.73962 Eh

Cartesian coordinates (Å):
F (-16.667, 9.183, 0.103)
F (-16.747, 11.104, 0.914)
F (-16.710, 10.873, -1.165)
O (-6.459, 15.414, -8.282)
O (-5.800, 9.521, -1.689)
O (-13.902, 9.756, -0.940)
O (-13.930, 11.657, 0.274)
O (-7.828, 15.705, 5.542)
N (-9.674, 15.027, -6.328)
N (-9.757, 12.818, -1.489)
N (-7.301, 15.814, 2.613)
C (-13.152, 8.073, -2.370)
C (-14.586, 10.424, 0.125)
C (-13.963, 8.346, -1.122)
C (-9.426, 15.592, -8.624)
C (-6.544, 16.064, 4.964)
C (-6.332, 15.359, 3.604)
C (-8.233, 16.489, 6.716)
C (-5.109, 9.431, -0.471)
C (-4.991, 15.606, 2.940)
C (-16.181, 10.394, -0.041)
C (-8.779, 14.812, -7.527)
C (-7.364, 15.329, -7.195)
C (-5.264, 16.066, -7.994)
H (-9.214, 13.417, -0.884)
H (-4.887, 15.052, 2.007)
H (-5.161, 10.427, -0.031)
H (-8.823, 13.735, -7.689)
H (-4.639, 16.292, -8.858)
H (-4.051, 9.215, -0.618)
H (-4.646, 15.471, -7.323)
H (-6.900, 14.669, -6.462)
H (-13.569, 7.831, -0.246)
H (-14.970, 7.949, -1.247)
H (-10.638, 14.920, -6.607)
H (-5.467, 17.035, -7.537)
H (-7.415, 16.309, -6.721)
H (-10.011, 13.279, -2.352)
H (-7.443, 16.347, 7.453)
H (-6.437, 17.137, 4.809)
H (-5.561, 8.732, 0.233)
H (-13.306, 8.601, -3.310)
H (-4.142, 15.370, 3.582)
H (-8.146, 15.915, 3.157)
H (-13.250, 7.022, -2.644)
H (-5.467, 8.819, -2.253)
H (-10.653, 12.778, -1.024)
H (-9.568, 16.658, -8.447)
H (-7.138, 16.788, 2.401)
H (-12.116, 8.150, -2.040)
H (-10.356, 15.099, -8.907)
H (-9.372, 11.893, -1.614)
H (-8.257, 17.565, 6.541)
H (-4.913, 16.678, 2.759)
H (-14.367, 9.839, 1.017)
H (-9.567, 15.993, -6.054)
H (-6.459, 14.307, 3.861)
H (-8.884, 15.485, -9.564)
H (-5.760, 15.788, 5.670)
H (-9.169, 16.099, 7.115)

---

Here is a cluster of 3 separate species, C16H47BF4NO3PSi4 in total from the OMol25 dataset. Energies are from ωB97M-V with the def2-TZVPD basis set.

Properties
Charge = 0
SMILES string = CN(C)B(O)[PH3]C(F)(F)C(F)F.C[Si](C)(C)O[Si](C)(C)C.C[Si](C)(C)O[Si](C)(C)C
LUMO energy = 0.0093 Ha
E_tot = -2842.24694 Eh

Cartesian coordinates (Å):
P (-7.870, -0.053, 2.406)
Si (1.010, 1.493, -1.084)
Si (6.266, -0.992, -2.431)
Si (9.021, -2.417, -2.181)
Si (-1.400, 1.366, 0.879)
F (-5.902, -1.701, 3.464)
F (-3.942, 0.137, 3.943)
F (-5.257, -0.606, 1.661)
F (-5.193, 1.711, 3.055)
O (-0.012, 1.875, 0.144)
O (7.782, -1.522, -2.793)
O (-10.049, 0.045, 0.510)
N (-10.796, 0.772, 2.660)
C (0.099, 1.528, -2.715)
C (-5.954, -0.481, 2.835)
C (5.648, 0.028, -3.862)
C (-1.175, -0.358, 1.556)
C (8.446, -4.166, -1.861)
C (6.302, 0.062, -0.889)
C (-1.768, 2.555, 2.262)
C (-5.224, 0.514, 3.713)
C (5.129, -2.449, -2.161)
C (-10.497, 1.125, 4.041)
C (-2.808, 1.366, -0.348)
C (10.396, -2.426, -3.436)
C (1.725, -0.213, -0.816)
C (9.626, -1.661, -0.584)
C (2.389, 2.745, -1.117)
C (-11.841, 1.610, 2.067)
B (-9.752, 0.314, 1.831)
H (9.893, -0.611, -0.721)
H (-11.419, 1.149, 4.623)
H (-2.685, 2.257, 2.775)
H (-12.572, 1.873, 2.832)
H (-1.902, 3.571, 1.886)
H (5.410, -3.020, -1.273)
H (-0.397, 2.489, -2.870)
H (0.794, 1.370, -3.543)
H (-2.658, 0.623, -1.135)
H (-0.959, 2.572, 2.995)
H (8.868, -1.714, 0.200)
H (5.148, -3.129, -3.015)
H (10.513, -2.190, -0.226)
H (0.956, -0.986, -0.880)
H (2.200, -0.291, 0.164)
H (9.287, -4.791, -1.551)
H (5.318, 0.502, -0.710)
H (8.010, -4.609, -2.758)
H (-3.744, 1.126, 0.163)
H (2.950, 2.746, -0.180)
H (6.571, -0.522, -0.007)
H (3.086, 2.512, -1.927)
H (11.239, -3.012, -3.063)
H (5.600, -0.560, -4.781)
H (-5.720, 0.657, 4.676)
H (-9.849, 0.373, 4.490)
H (-8.132, -1.370, 2.898)
H (4.642, 0.398, -3.646)
H (10.070, -2.866, -4.381)
H (7.023, 0.877, -0.983)
H (-7.764, 1.057, 3.307)
H (-2.919, 2.342, -0.825)
H (-10.018, 2.106, 4.142)
H (4.099, -2.110, -2.023)
H (-9.322, 0.147, -0.107)
H (-7.389, 0.029, 1.056)
H (10.753, -1.415, -3.643)
H (6.292, 0.889, -4.047)
H (-0.663, 0.747, -2.766)
H (-11.434, 2.537, 1.655)
H (-12.358, 1.076, 1.275)
H (-1.030, -1.089, 0.758)
H (7.694, -4.204, -1.070)
H (2.008, 3.755, -1.281)
H (-2.060, -0.654, 2.124)
H (-0.310, -0.413, 2.222)
H (2.480, -0.429, -1.577)

---

Here is a structure of composition C6H7BeF5N11OSTe from the OMol25 dataset. Energies are from ωB97M-V with the def2-TZVPD basis set.

Properties
Charge = -1
LUMO energy = 0.0579 Ha
ΔE to the lowest compared entry with this formula, charge and spin = 1.4 kJ/mol
E_tot = -2090.92905 Eh

Cartesian coordinates (Å):
Te (-9.372, -3.561, 10.826)
S (-6.196, -1.105, 8.266)
F (-11.038, -4.281, 10.243)
F (-9.842, -4.447, 12.434)
F (-7.725, -3.131, 11.606)
F (-8.641, -5.228, 10.215)
F (-10.186, -1.989, 11.448)
O (-8.873, -2.671, 9.245)
N (-10.180, 1.032, 10.391)
N (-6.022, -3.399, 6.804)
N (-10.921, 0.127, 7.107)
N (-8.027, 0.023, 10.667)
N (-11.257, 0.814, 8.235)
N (-7.712, 0.475, 12.763)
N (-9.746, -0.335, 7.194)
N (-7.173, -0.053, 11.740)
N (-6.240, -3.738, 8.919)
N (-8.980, 0.955, 12.508)
N (-9.261, -0.035, 8.406)
C (-9.086, 0.715, 11.199)
C (-6.175, -2.772, 7.997)
C (-10.224, 0.641, 9.051)
C (-6.009, -4.763, 7.012)
C (-6.171, -4.982, 8.348)
C (-5.902, -2.686, 5.545)
Be (-8.115, -0.910, 9.173)
H (-6.808, -2.109, 5.371)
H (-6.362, -3.563, 9.895)
H (-6.284, -5.882, 8.944)
H (-10.993, 1.476, 10.824)
H (-5.988, -5.485, 6.213)
H (-5.751, -3.426, 4.779)
H (-5.068, -2.011, 5.578)

---

Here is an isolated molecule of C7H10 from the OMol25 dataset. Energies are from ωB97M-V with the def2-TZVPD basis set.

Properties
Charge = 0
SMILES string = C=C/C=C/C=C/C
LUMO energy = 0.0239 Ha
ΔE to the lowest compared entry with this formula, charge and spin = 204.8 kJ/mol
E_tot = -272.63999 Eh

Cartesian coordinates (Å):
C (-0.689, 0.754, 1.687)
C (1.120, 0.229, -3.245)
C (-0.499, -0.357, 0.983)
C (0.718, -1.039, -1.129)
C (-0.142, -0.283, -0.434)
C (-1.095, 0.725, 3.130)
C (1.031, -0.908, -2.554)
H (1.708, 0.344, -4.147)
H (1.474, -1.787, -3.017)
H (0.504, 1.095, -3.016)
H (1.152, -1.886, -0.607)
H (-0.287, 0.943, 3.828)
H (-1.523, -0.239, 3.424)
H (-1.902, 1.425, 3.377)
H (-0.468, 0.565, -1.025)
H (-0.626, -1.339, 1.415)
H (-0.479, 1.757, 1.331)

---

Here is an isolated molecule of C5H5NO from the OMol25 dataset. Energies are from ωB97M-V with the def2-TZVPD basis set.

Properties
Charge = 0
SMILES string = N#C[C@@H]1C[C@@H]1C=O
LUMO energy = 0.0148 Ha
ΔE to the lowest compared entry with this formula, charge and spin = 144.8 kJ/mol
E_tot = -323.46453 Eh

Cartesian coordinates (Å):
O (2.644, 0.386, -0.188)
N (-1.706, 0.054, -2.351)
C (1.602, -0.135, -0.497)
C (-0.381, 0.749, 0.930)
C (-1.359, -0.131, -1.260)
C (0.500, -0.386, 0.510)
C (-0.959, -0.382, 0.108)
H (1.410, -0.470, -1.533)
H (0.778, -1.110, 1.276)
H (-0.228, 1.700, 0.421)
H (-0.695, 0.817, 1.969)
H (-1.606, -1.091, 0.615)

---

Here is a structure of composition C21H25N2 from the OMol25 dataset. Energies are from ωB97M-V with the def2-TZVPD basis set.

Properties
Charge = +1
LUMO energy = -0.1311 Ha
ΔE to the lowest compared entry with this formula, charge and spin = 264.5 kJ/mol
E_tot = -924.43655 Eh

Cartesian coordinates (Å):
N (-0.229, -0.696, -1.348)
N (0.523, 1.343, 2.634)
C (0.961, 2.003, 3.878)
C (-0.208, -0.683, 1.506)
C (0.802, -1.748, -1.085)
C (1.379, -2.278, -2.386)
C (0.527, -0.790, 3.837)
C (-0.815, 4.282, 0.798)
C (-0.266, -2.806, 2.732)
C (-0.565, 0.077, 0.359)
C (-1.335, -1.310, -2.238)
C (0.753, -1.556, -3.590)
C (-0.588, 1.495, 0.474)
C (0.408, 0.432, -2.099)
C (0.263, -2.160, 3.860)
C (0.974, -0.045, -3.421)
C (-0.046, 2.131, 1.631)
C (-0.153, 3.528, 1.770)
C (0.306, -0.037, 2.668)
C (-0.764, -1.812, -3.547)
C (-1.289, 2.288, -0.470)
C (-0.517, -2.066, 1.582)
C (-1.387, 3.666, -0.327)
H (1.202, -3.356, -2.461)
H (-0.991, -2.881, -3.630)
H (0.843, -0.338, 4.781)
H (-0.917, -2.578, 0.691)
H (0.433, -2.712, 4.789)
H (1.576, -1.309, -0.442)
H (-1.718, 1.807, -1.367)
H (-1.923, 4.254, -1.080)
H (-2.085, -0.521, -2.377)
H (2.043, 0.177, -3.449)
H (2.460, -2.121, -2.387)
H (1.163, -1.919, -4.537)
H (1.508, 1.261, 4.473)
H (-1.282, -1.295, -4.364)
H (-1.450, -0.366, -0.234)
H (1.650, 2.841, 3.668)
H (-0.351, 1.196, -2.266)
H (-0.930, 5.366, 0.925)
H (0.501, 0.502, -4.243)
H (0.226, 4.025, 2.668)
H (0.097, 2.373, 4.479)
H (-1.800, -2.107, -1.644)
H (1.178, 0.871, -1.452)
H (-0.499, -3.874, 2.764)
H (0.333, -2.555, -0.523)